Formula: C25H60N2O12PS6
Source: the OMol25 dataset
Level of theory: ωB97M-V with the def2-TZVPD basis set

Last column: Löwdin spin population.
Element x y z (Å)
C1 -0.201 7.400 -0.740  0.000
C2 -1.663 7.196 -1.056  0.000
O1 -2.517 7.861 -0.535  0.000
N1 -2.099 6.186 -2.023  0.000
C3 -1.589 6.509 -3.357  0.000
C4 -2.658 6.715 -4.385  0.000
O2 -0.419 6.640 -3.581  0.000
C5 -2.012 4.728 -1.605  0.001
P1 -2.997 4.525 -0.041  0.001
O3 -3.311 3.133 0.259  0.003
O4 -4.268 5.449 -0.284  0.000
O5 -2.223 5.242 1.164  0.000
C6 -2.840 3.880 -2.627  0.017
C7 -2.056 2.843 -3.444  0.023
C8 -1.211 3.482 -4.542  0.002
C9 -3.039 1.887 -4.112  0.000
N2 -1.240 2.063 -2.477  0.369
O6 -1.894 1.172 -1.840  0.533
C10 -0.157 2.764 -1.732  0.024
C11 0.124 1.998 -0.446  -0.002
C12 1.144 2.761 -2.553  0.009
C13 -0.557 4.232 -1.372  0.015
H1 0.434 7.221 -1.601  0.000
H2 -0.073 8.413 -0.366  0.000
H3 0.116 6.710 0.047  0.000
H4 -2.766 5.794 -4.959  0.000
H5 -2.365 7.494 -5.088  0.000
H6 -3.622 6.920 -3.933  0.000
H7 -4.053 6.184 -0.883  0.000
H8 -1.346 5.589 0.981  0.000
H9 -3.371 4.539 -3.313  0.002
H10 -3.598 3.317 -2.081  0.001
H11 -0.651 2.714 -5.080  0.001
H12 -1.886 3.955 -5.256  0.000
H13 -0.514 4.237 -4.192  0.000
H14 -3.527 2.405 -4.940  0.000
H15 -3.799 1.541 -3.416  -0.001
H16 -2.503 1.023 -4.505  0.000
H17 -0.714 2.059 0.247  0.000
H18 0.354 0.955 -0.651  -0.001
H19 1.004 2.435 0.029  0.000
H20 1.143 3.447 -3.393  0.000
H21 1.964 3.058 -1.896  0.000
H22 1.353 1.751 -2.909  0.001
H23 -0.323 4.326 -0.308  0.001
H24 0.118 4.917 -1.886  0.000
C14 3.012 -0.909 2.933  0.000
S1 3.683 0.329 1.822  0.000
O7 2.557 1.240 1.460  0.000
C15 3.912 -0.780 0.441  0.000
H25 2.763 -0.409 3.867  0.000
H26 2.114 -1.330 2.480  0.000
H27 3.758 -1.688 3.091  0.000
H28 2.957 -1.237 0.183  0.000
H29 4.628 -1.556 0.714  0.000
H30 4.283 -0.200 -0.403  0.000
C16 3.105 -5.535 2.774  0.000
S2 4.444 -5.101 1.668  0.000
O8 4.653 -3.632 1.826  0.000
C17 3.536 -5.329 0.140  0.000
H31 3.459 -5.425 3.796  0.000
H32 2.262 -4.870 2.582  0.000
H33 2.823 -6.576 2.617  0.000
H34 2.658 -4.684 0.140  0.000
H35 3.255 -6.378 0.052  0.000
H36 4.185 -5.037 -0.681  0.000
C18 3.835 -1.115 -3.823  0.000
S3 4.022 -2.852 -3.404  0.000
O9 3.730 -2.966 -1.950  0.000
C19 5.811 -2.903 -3.565  0.000
H37 2.779 -0.872 -3.724  0.000
H38 4.422 -0.516 -3.127  0.000
H39 4.158 -0.951 -4.850  0.000
H40 6.251 -2.173 -2.885  0.000
H41 6.090 -2.694 -4.598  0.000
H42 6.133 -3.905 -3.293  0.000
C20 -6.645 6.105 -3.878  0.000
S4 -6.248 4.519 -4.621  0.000
O10 -4.913 4.671 -5.267  0.000
C21 -7.457 4.608 -5.944  0.000
H43 -5.963 6.255 -3.043  0.000
H44 -6.515 6.894 -4.619  0.000
H45 -7.670 6.082 -3.507  0.000
H46 -7.270 5.500 -6.541  0.000
H47 -8.459 4.626 -5.517  0.000
H48 -7.332 3.717 -6.555  0.000
C22 2.096 -6.830 8.169  0.000
S5 1.851 -6.408 6.448  0.000
O11 3.046 -6.899 5.704  0.000
C23 2.065 -4.633 6.634  0.000
H49 2.035 -7.914 8.244  0.000
H50 3.074 -6.469 8.489  0.000
H51 1.300 -6.381 8.763  0.000
H52 3.050 -4.435 7.058  0.000
H53 1.278 -4.241 7.278  0.000
H54 1.988 -4.182 5.646  0.000
C24 -0.621 -11.734 9.405  0.000
S6 0.773 -11.275 8.370  0.000
O12 0.977 -9.814 8.568  0.000
C25 -0.074 -11.455 6.798  0.000
H55 -0.302 -11.632 10.440  0.000
H56 -1.453 -11.061 9.202  0.000
H57 -0.896 -12.769 9.204  0.000
H58 -0.946 -10.802 6.786  0.000
H59 -0.363 -12.497 6.659  0.000
H60 0.625 -11.158 6.020  0.000

Computed properties:
- LUMO (spin up / spin down) (eV) = 0.479 / 0.479
- Kohn-Sham gap (spin up / spin down) (eV) = 8.0 / 8.7
- ⟨S²⟩ = 0.754
- relative energy (zero: lowest compared OMol25 entry of this formula, charge and spin) (kcal/mol) = 0.0
- multiplicity = 2
- E_tot (eV) = -128744.5494

Formula: C21H25N4O8S2
Source: the OMol25 dataset
Level of theory: ωB97M-V with the def2-TZVPD basis set

Last column: natural (NBO) charge in e.
Element x y z (Å)
O1 -1.536 2.970 -4.173  -0.545
C1 -1.952 1.974 -4.666  0.641
O2 -1.431 1.395 -5.765  -0.509
C2 -0.017 1.195 -5.723  -0.088
C3 0.458 0.692 -4.365  -0.113
O3 1.657 -0.080 -4.562  -0.500
C4 2.059 -0.801 -3.504  0.774
O4 2.355 -1.938 -3.567  -0.472
C5 2.173 -0.033 -2.214  -0.019
C6 3.204 0.875 -2.027  -0.212
C7 3.293 1.609 -0.854  0.295
C8 4.372 2.630 -0.626  -0.460
C9 3.813 4.026 -0.338  -0.520
S1 3.177 4.206 1.361  0.282
C10 1.457 4.311 1.066  0.248
N1 0.923 5.272 0.385  -0.264
N2 -0.435 5.028 0.378  -0.248
C11 -0.624 3.949 1.049  0.286
O5 0.551 3.419 1.511  -0.441
N3 2.356 1.417 0.087  -0.450
C12 1.354 0.532 -0.058  0.079
C13 1.224 -0.232 -1.204  -0.004
C14 0.085 -1.213 -1.287  -0.442
C15 0.304 -2.445 -0.355  -0.405
C16 -0.744 -2.573 0.756  -0.675
S2 -0.339 -1.837 2.333  2.361
O6 -0.753 -2.735 3.355  -0.903
O7 -0.950 -0.532 2.363  -0.971
O8 1.237 -1.670 2.419  -0.880
H1 -2.807 1.447 -4.233  0.130
H2 0.450 2.168 -5.874  0.198
H3 0.304 0.559 -6.537  0.229
H4 -0.297 0.046 -3.923  0.182
H5 0.635 1.561 -3.737  0.199
H6 3.938 1.013 -2.805  0.258
H7 4.950 2.689 -1.541  0.249
H8 5.010 2.278 0.181  0.252
H9 4.622 4.740 -0.442  0.259
H10 3.040 4.328 -1.038  0.258
H11 -1.543 3.451 1.287  0.226
H12 2.387 1.965 0.946  0.455
H13 0.625 0.453 0.737  0.254
H14 0.008 -1.593 -2.298  0.237
H15 -0.846 -0.696 -1.067  0.237
H16 1.308 -2.465 0.055  0.236
H17 0.207 -3.321 -0.987  0.248
H18 -1.697 -2.164 0.440  0.264
H19 -0.892 -3.623 0.982  0.275
H20 1.440 -0.759 2.673  0.515
N4 -3.977 -5.301 5.273  -0.414
C17 -5.166 -4.830 5.640  0.035
C18 -5.562 -3.513 5.456  -0.260
C19 -4.669 -2.637 4.861  -0.173
C20 -3.424 -3.108 4.474  -0.272
C21 -3.132 -4.444 4.702  0.030
H21 -5.832 -5.549 6.104  0.195
H22 -6.543 -3.186 5.772  0.221
H23 -4.939 -1.600 4.701  0.212
H24 -2.697 -2.464 4.008  0.228
H25 -2.170 -4.856 4.414  0.192

Computed properties:
- net charge = +1
- LUMO (eV) = -4.685
- Kohn-Sham gap (eV) = 6.3
- relative energy (zero: lowest compared OMol25 entry of this formula, charge and spin) (kcal/mol) = 0.0
- multiplicity = 1
- E_tot (eV) = -66184.4869

Formula: C2H2CuFMgO2
Source: the OMol25 dataset
Level of theory: ωB97M-V with the def2-TZVPD basis set

Last column: natural (NBO) charge in e.
Element x y z (Å)
C1 1.185 0.276 -0.049  0.657
C2 2.407 0.769 -0.564  0.149
O1 0.728 0.254 1.046  -0.544
F1 0.490 -0.394 -1.093  -0.472
H1 -3.114 -0.094 0.435  0.519
H2 3.296 0.118 -0.520  0.237
Cu1 -1.254 -0.229 1.970  0.975
Mg1 -1.563 -0.542 -1.473  1.914
O2 -2.175 -0.158 0.248  -1.435

Computed properties:
- net charge = +2
- LUMO (spin up / spin down) (eV) = -10.808 / -10.853
- Kohn-Sham gap (spin up / spin down) (eV) = 7.3 / 7.2
- multiplicity = 1
- E_tot (eV) = -58981.9602

Formula: C4H7N3O
Source: the OMol25 dataset
Level of theory: ωB97M-V with the def2-TZVPD basis set

Last column: natural (NBO) charge in e.
Element x y z (Å)
C1 2.241 0.381 0.021  -0.617
C2 0.913 -0.194 -0.281  -0.256
C3 0.541 -1.503 -0.183  -0.005
C4 -0.208 0.474 -0.330  0.453
H1 2.688 1.433 -0.406  0.249
H2 2.993 -0.453 -0.199  0.215
H3 2.393 0.503 1.312  0.199
H4 1.454 -2.142 -0.040  0.209
H5 -2.748 0.432 0.973  0.387
H6 -3.373 -0.304 -0.906  0.432
H7 -1.704 1.715 0.629  0.428
N1 -0.749 -1.696 -0.150  -0.274
N2 -1.251 -0.388 -0.202  -0.096
N3 -2.569 -0.100 0.088  -0.684
O1 -0.620 1.841 -0.327  -0.639

Computed properties:
- LUMO (eV) = -0.734
- Kohn-Sham gap (eV) = 8.0
- relative energy (zero: lowest compared OMol25 entry of this formula, charge and spin) (kcal/mol) = 177.1
- multiplicity = 1
- E_tot (eV) = -10772.0677

Formula: C3H4LiO3Yb
Source: the OMol25 dataset
Level of theory: ωB97M-V with the def2-TZVPD basis set

Last column: natural (NBO) charge in e.
Element x y z (Å)
H1 -3.109 -1.677 0.572  0.138
O1 -2.816 0.206 -0.225  -1.078
O2 -0.219 2.322 0.193  -0.498
C1 -2.473 -1.105 -0.152  -0.045
C2 0.859 2.301 0.539  0.519
H2 -2.597 -1.629 -1.139  0.134
Li1 -2.242 1.809 -0.201  0.950
Yb1 2.009 -0.410 -0.478  1.793
O3 -0.082 -0.891 -0.661  -1.089
C3 -1.002 -1.374 0.266  -0.090
H3 -0.889 -2.472 0.373  0.150
H4 -0.847 -0.943 1.276  0.116

Computed properties:
- net charge = +1
- LUMO (eV) = -5.874
- Kohn-Sham gap (eV) = 4.4
- relative energy (zero: lowest compared OMol25 entry of this formula, charge and spin) (kcal/mol) = 0.0
- multiplicity = 1
- E_tot (eV) = -41044.7083

Formula: C6H12O
Source: the OMol25 dataset
Level of theory: ωB97M-V with the def2-TZVPD basis set

Last column: natural (NBO) charge in e.
Element x y z (Å)
C1 -1.867 0.603 -0.100  -0.637
C2 -0.694 -0.329 -0.397  -0.095
C3 0.451 -0.317 0.401  -0.460
C4 0.443 0.180 1.814  -0.637
C5 -0.233 -2.490 -1.560  -0.629
C6 -0.937 -1.305 -1.405  -0.301
H1 -2.779 0.106 0.216  0.192
H2 -1.518 1.407 0.554  0.190
H3 -2.137 1.043 -1.078  0.189
H4 1.188 -1.025 0.048  0.189
H5 -0.361 -0.258 2.420  0.170
H6 1.325 -0.025 2.422  0.196
H7 0.177 1.240 1.868  0.163
H8 0.299 -2.855 -0.691  0.169
H9 -0.222 -3.050 -2.486  0.164
H10 -1.566 -0.924 -2.223  0.154
H11 2.175 1.838 0.147  0.485
H12 1.678 2.599 1.348  0.467
O1 2.293 2.678 0.615  -0.969

Computed properties:
- net charge = -1
- LUMO (spin up / spin down) (eV) = 4.086 / 4.030
- Kohn-Sham gap (spin up / spin down) (eV) = 4.2 / 6.8
- ⟨S²⟩ = 0.766
- relative energy (zero: lowest compared OMol25 entry of this formula, charge and spin) (kcal/mol) = 18.0
- multiplicity = 2
- E_tot (eV) = -8462.0588

Please write out number 5 again, unchanged.
Formula: C3H4LiO3Yb
Source: the OMol25 dataset
Level of theory: ωB97M-V with the def2-TZVPD basis set

Last column: natural (NBO) charge in e.
Element x y z (Å)
H1 -3.109 -1.677 0.572  0.138
O1 -2.816 0.206 -0.225  -1.078
O2 -0.219 2.322 0.193  -0.498
C1 -2.473 -1.105 -0.152  -0.045
C2 0.859 2.301 0.539  0.519
H2 -2.597 -1.629 -1.139  0.134
Li1 -2.242 1.809 -0.201  0.950
Yb1 2.009 -0.410 -0.478  1.793
O3 -0.082 -0.891 -0.661  -1.089
C3 -1.002 -1.374 0.266  -0.090
H3 -0.889 -2.472 0.373  0.150
H4 -0.847 -0.943 1.276  0.116

Computed properties:
- net charge = +1
- LUMO (eV) = -5.874
- Kohn-Sham gap (eV) = 4.4
- relative energy (zero: lowest compared OMol25 entry of this formula, charge and spin) (kcal/mol) = 0.0
- multiplicity = 1
- E_tot (eV) = -41044.7083

Question: Among the records above, which one has the highest E_tot?
Answer: C6H12O

Question: Look up the E_tot of the second one.
Answer: -66184.4869 eV